Below is a single CH2N2O2S molecule at a distorted geometry, with properties calculated with ωB97M-V/def2-TZVPD.

Bonds (Å) are listed after each position.
Positions of all 8 atoms, in Å:
1 C -2.660 0.919 0.079  N2 1.148, S6 1.860
2 N -2.877 2.037 -0.071  C1 1.148
3 N 0.373 -0.268 -0.528  O5 1.437, H7 1.005, H8 1.042
4 O -1.678 -1.357 1.028  S6 1.438
5 O -0.867 -0.554 -1.194  N3 1.437, S6 1.722
6 S -2.240 -0.870 -0.203  C1 1.860, O4 1.438, O5 1.722
7 H 0.539 -0.984 0.158  N3 1.005
8 H 0.555 0.528 0.119  N3 1.042

The total energy comes out at -18975.648 eV. The value obtained for the LUMO energy is -0.283 eV. As for the energy above the lowest of the compared OMol25 structures with the same formula, charge and spin: 130.98 kcal per mole. The value obtained for the orbital gap is 10.5 eV. Its total charge is 0. The value obtained for the HOMO energy is -10.83 eV.

=====

Below is a single CH2N2O3 molecule at a distorted geometry, with properties calculated with ωB97M-V/def2-TZVPD.

Bonds (Å) are listed after each position.
Positions of all 8 atoms, in Å:
1 C 0.185 1.206 -0.159  N2 1.288, H7 1.088, H8 1.133
2 N -0.111 0.087 0.406  C1 1.288, N3 1.452, O4 1.526
3 N -0.066 -1.218 -0.230  N2 1.452, O5 1.176, O6 1.148
4 O -0.799 0.112 1.768  N2 1.526
5 O 0.890 -1.341 -0.902  N3 1.176
6 O -0.963 -1.920 -0.085  N3 1.148
7 H 0.276 2.145 0.383  C1 1.088
8 H 0.587 0.928 -1.181  C1 1.133

The total energy comes out at -10184.044 eV. The value obtained for the LUMO energy (alpha / beta) is -1.299 / -1.299 eV. As for the energy above the lowest of the compared OMol25 structures with the same formula, charge and spin: 139.58 kcal per mole. The value obtained for the orbital gap (alpha / beta) is 8.4 / 8.4 eV. Its total charge is 0. The value obtained for the HOMO energy (alpha / beta) is -9.73 / -9.73 eV.

=====

Below is 2 unconnected molecules or ions with the total composition CH2N2O3 at a distorted geometry, with properties calculated with ωB97M-V/def2-TZVPD.

Bonds (Å) are listed after each position.
Positions of all 8 atoms, in Å:
1 C -1.417 -0.160 0.004  N2 1.169, O4 1.156
2 N -1.587 0.996 0.052  C1 1.169, H8 1.020
3 N 1.276 0.188 -0.040  O5 1.366, O6 1.170
4 O -1.234 -1.301 0.006  C1 1.156
5 O 2.028 -0.932 -0.256  N3 1.366, H7 1.048
6 O 1.865 1.175 -0.259  N3 1.170
7 H 1.306 -1.634 0.033  O5 1.048
8 H -2.237 1.668 0.460  N2 1.020

The total energy comes out at -10189.129 eV. The value obtained for the LUMO energy is 0.517 eV. As for the energy above the lowest of the compared OMol25 structures with the same formula, charge and spin: 22.30 kcal per mole. The value obtained for the orbital gap is 10.9 eV. Its total charge is 0. The value obtained for the HOMO energy is -10.39 eV.

=====

Below is a gas-phase ion, CH2N2O3S (charge -2) at a distorted geometry, with properties calculated with ωB97M-V/def2-TZVPD.

Bonds (Å) are listed after each position.
Positions of all 9 atoms, in Å:
1 C -0.774 -2.405 -1.854  N2 1.484, O4 1.265, O5 1.258
2 N 0.403 -1.975 -1.059  C1 1.484, S7 1.534
3 N 1.047 0.437 -0.489  S7 1.575, H8 0.928
4 O -1.919 -2.051 -1.450  C1 1.265
5 O -0.484 -3.169 -2.811  C1 1.258
6 O 0.316 -1.107 1.338  S7 1.499
7 S 0.137 -0.794 -0.117  N2 1.534, N3 1.575, O6 1.499, H9 1.349
8 H 1.142 1.032 0.217  N3 0.928
9 H -1.202 -0.626 -0.145  S7 1.349

The total energy comes out at -21024.578 eV. The value obtained for the LUMO energy is 6.529 eV. As for the energy above the lowest of the compared OMol25 structures with the same formula, charge and spin: 29.98 kcal per mole. The value obtained for the orbital gap is 6.3 eV. Its total charge is -2. The value obtained for the HOMO energy is 0.22 eV.